Below is C5H4I2 as an isolated structure in a non-equilibrium geometry, with properties calculated with ωB97M-V/def2-TZVPD.

Structure (XYZ):
```
11
Properties=species:S:1:pos:R:3:forces:R:3:mulliken_charge:R:1
I 1.824 1.743 -0.546 0.01 0.04 0.02 0.1416
I 3.348 -1.411 -0.252 -1.03 0.34 -0.01 0.0591
C 0.311 -0.860 -0.312 -0.78 0.03 -1.24 -0.1810
C -2.020 -0.492 0.226 0.47 0.73 -0.03 -0.5170
C -0.834 0.068 -0.520 -0.80 -0.02 2.01 -0.2364
C 1.488 -0.297 -0.354 2.60 -0.61 0.15 -0.4447
C -1.204 0.611 0.864 0.83 -0.09 0.35 -0.2648
H 0.077 -1.917 -0.303 0.55 -0.12 0.26 0.4217
H -1.778 1.573 0.970 0.63 -1.06 0.07 0.2758
H -0.829 0.628 -1.441 -0.40 0.01 -0.18 0.4849
H -0.384 0.355 1.669 -2.08 0.75 -1.40 0.2609
```
Forces are in eV/Å.

energy relative to the best compared isomer or geometry (same formula, charge and spin) = 3.038 eV
net charge = 0
orbital gap = 8.0 eV
HOMO energy = -8.944 eV
energy = -21445.0000 eV